# 1
The following is a quantum chemistry calculation of C4H8O2 as an isolated structure, from the Open Molecules 2025 dataset.

```
14
Properties=species:S:1:pos:R:3:forces:R:3
C 1.506 0.717 0.044 -0.044 0.066 0.098
C 0.642 -0.450 -0.269 0.117 0.351 -0.489
O -0.259 -1.422 1.449 0.097 -0.560 0.385
C -1.218 -0.677 1.017 -0.025 -0.026 0.029
C -0.668 -0.333 -0.787 0.217 -0.191 -0.166
O -1.088 0.828 -1.434 -0.121 0.377 0.288
H 0.964 1.639 0.272 -0.062 -0.177 -0.036
H 2.204 0.518 0.861 -0.157 -0.131 -0.132
H 2.106 0.911 -0.858 -0.094 -0.060 0.070
H 1.158 -1.406 -0.346 -0.316 0.138 0.506
H -1.303 0.353 1.446 0.229 0.068 -0.927
H -2.246 -1.108 0.946 0.261 0.080 -0.048
H -1.019 -1.177 -1.382 -0.015 0.037 0.370
H -0.779 1.607 -0.960 -0.086 0.027 0.053
```
Forces are in eV/Å.

- 2S+1 = 1
- highest occupied orbital energy (alpha / beta) (Ha) = -0.28350 / -0.28350
- Kohn-Sham gap (alpha / beta) (eV) = 7.24 / 7.23

These are the Löwdin partial charges, in e, on atoms 1 to 2: atom 1 (C): -0.036, atom 2 (C): -0.045

=====

# 2
The following is a quantum chemistry calculation of a 18-piece molecular cluster, C84H213N15O18 overall at a distorted geometry, from the Open Molecules 2025 dataset.

```
330
Properties=species:S:1:pos:R:3:forces:R:3
C -5.993 2.904 1.876 0.027 0.009 -0.404
C -7.356 2.237 1.561 2.347 -0.311 0.070
C -8.456 3.155 1.873 -0.382 1.268 1.104
O -8.469 3.222 3.296 -1.867 0.872 0.304
C -9.729 3.767 3.826 1.145 -1.406 -0.673
N -7.395 1.934 0.139 0.552 -0.394 -0.175
H -5.856 3.124 2.944 -0.413 0.404 -0.373
H -5.852 3.781 1.195 -0.089 -0.422 0.804
H -5.184 2.203 1.672 0.060 -0.218 -0.327
H -7.417 1.368 2.259 -0.253 0.199 -0.635
H -9.387 2.838 1.433 -0.760 -0.613 0.124
H -8.323 4.168 1.464 0.382 -0.078 -0.070
H -9.546 3.837 4.894 -0.118 0.511 0.007
H -10.505 2.979 3.701 0.151 0.694 -0.188
H -10.002 4.721 3.330 0.117 -0.489 0.426
H -8.200 1.344 -0.009 -0.055 -0.301 -0.393
H -6.559 1.403 -0.155 -0.716 0.238 0.347
C 5.365 -3.823 4.193 -0.680 -1.043 -0.018
C 4.376 -2.773 3.627 1.492 -0.523 0.331
C 4.817 -2.546 2.147 -1.435 -1.510 0.351
O 3.981 -1.625 1.464 0.081 0.149 0.221
C 4.070 -0.354 2.065 2.102 0.650 0.546
N 2.996 -3.158 3.780 -0.243 0.811 -0.372
H 6.350 -3.483 4.403 0.656 1.028 0.746
H 5.620 -4.471 3.381 -0.200 -0.860 -0.853
H 5.064 -4.555 4.993 -0.218 1.267 -0.476
H 4.522 -1.824 4.118 0.140 0.386 0.586
H 4.616 -3.555 1.704 0.516 0.903 -0.234
H 5.860 -2.227 2.059 0.054 -0.174 0.108
H 3.547 -0.271 3.012 -0.351 -0.094 -0.099
H 3.750 0.412 1.379 -0.403 0.127 -0.345
H 5.162 -0.082 2.336 -1.299 -0.474 -0.531
H 2.511 -2.857 2.947 -0.473 -0.107 -0.043
H 2.773 -4.119 3.968 0.224 -0.496 -0.140
C -3.856 0.636 4.814 1.521 -1.456 0.674
C -2.799 -0.435 4.313 -0.875 -0.092 0.098
C -2.183 -1.182 5.485 -1.682 -1.972 0.622
O -1.171 -2.091 5.105 0.933 -0.078 0.425
C -0.655 -2.937 6.187 -1.137 0.685 -1.143
N -3.367 -1.373 3.278 0.891 -0.132 0.272
H -4.118 1.284 4.025 0.063 0.988 -1.003
H -3.413 1.193 5.670 -0.411 -0.208 -0.593
H -4.803 0.206 5.102 -0.155 -0.513 0.424
H -1.970 0.139 3.873 -0.293 -0.286 -0.456
H -2.978 -1.801 6.007 0.317 0.630 -0.463
H -1.834 -0.521 6.235 0.664 1.047 0.802
H 0.223 -3.406 5.801 0.369 -0.606 -0.565
H -1.447 -3.667 6.427 0.444 0.185 0.275
H -0.290 -2.385 7.044 -0.463 0.476 0.345
H -2.565 -1.921 2.925 -0.430 0.625 -0.056
H -3.987 -2.115 3.655 0.300 0.975 0.272
C -1.728 -5.042 0.672 -0.735 -0.594 -0.345
C -2.033 -4.599 2.100 0.588 1.583 0.173
C -2.424 -5.734 2.984 0.325 0.385 1.337
O -3.404 -6.553 2.523 -1.245 -1.480 -0.789
C -4.643 -5.955 2.642 -0.455 2.630 -0.414
N -0.877 -3.986 2.892 0.961 -0.231 -3.025
H -2.600 -5.618 0.185 1.189 1.014 0.947
H -0.866 -5.687 0.618 0.335 -0.498 0.199
H -1.466 -4.207 0.037 -0.173 0.475 -0.241
H -2.831 -3.830 2.036 0.168 -0.440 0.004
H -2.726 -5.301 3.957 0.183 -0.130 0.063
H -1.585 -6.377 3.150 0.890 -0.246 0.141
H -5.395 -6.436 2.047 -0.278 -0.722 -0.054
H -4.593 -4.896 2.195 -0.201 -1.206 0.680
H -4.953 -5.835 3.698 0.010 -0.230 -0.303
H -1.201 -3.410 3.646 -0.256 0.427 0.301
H -0.282 -3.373 2.256 -1.178 -0.913 1.139
C 6.518 4.880 0.612 -0.801 0.855 0.323
C 5.140 5.207 1.334 0.960 -1.205 -0.343
C 5.104 4.736 2.812 1.117 1.142 -0.990
O 5.685 3.445 2.839 -0.473 -0.132 1.134
C 5.851 3.086 4.207 -0.695 -0.175 0.581
N 4.866 6.587 1.236 0.760 2.334 0.601
H 6.439 5.440 -0.368 0.226 -1.218 0.726
H 6.657 3.789 0.586 0.100 0.525 -0.508
H 7.405 5.328 1.130 -0.823 -0.310 -0.052
H 4.338 4.665 0.795 0.494 0.102 0.115
H 4.082 4.768 3.232 0.417 -0.115 -0.218
H 5.742 5.488 3.379 -0.589 -0.858 -0.318
H 6.282 2.075 4.306 -0.081 0.466 -0.310
H 4.851 3.076 4.758 1.198 0.121 -0.572
H 6.517 3.835 4.675 -0.235 -0.417 0.089
H 5.647 7.265 1.127 -0.910 -1.170 0.121
H 4.055 6.888 0.754 -0.495 0.066 -0.427
C 3.439 -4.533 -1.707 -2.284 -1.081 -1.838
C 2.472 -3.738 -2.737 -0.842 0.070 3.690
C 2.491 -4.217 -4.120 -0.023 -2.725 -0.762
O 1.577 -3.547 -4.931 -0.394 1.049 -0.905
C 1.954 -3.558 -6.324 -0.535 0.058 1.338
N 1.083 -3.740 -2.149 0.424 -0.624 1.021
H 3.412 -4.045 -0.761 0.079 0.554 0.720
H 4.431 -4.566 -2.103 0.781 0.059 -0.153
H 3.090 -5.616 -1.524 0.312 1.644 -0.517
H 2.730 -2.696 -2.726 0.898 0.576 -0.258
H 2.234 -5.349 -4.148 0.593 1.437 0.017
H 3.476 -4.030 -4.534 0.489 -0.330 0.046
H 2.918 -3.079 -6.493 -0.086 0.158 0.072
H 1.139 -3.110 -6.868 -0.090 0.518 -0.171
H 1.984 -4.577 -6.618 0.344 -1.147 -0.568
H 0.437 -3.201 -2.686 -0.324 0.347 -0.826
H 1.022 -3.284 -1.214 0.666 -0.608 -0.867
C -7.266 7.305 0.370 0.840 0.916 -0.282
C -6.183 7.813 -0.628 -1.003 -1.428 0.780
C -5.931 6.622 -1.535 -1.071 0.329 -1.640
O -5.387 5.587 -0.801 0.292 -1.072 0.568
C -5.083 4.458 -1.609 0.347 1.504 -1.550
N -6.488 8.966 -1.423 -0.893 1.858 -0.425
H -6.814 6.435 0.807 -0.031 -0.384 0.732
H -8.064 6.937 -0.245 -0.888 0.008 -0.114
H -7.615 8.027 1.129 0.230 -0.298 -0.401
H -5.239 7.885 -0.094 0.173 0.800 0.095
H -5.282 6.989 -2.377 -0.293 -0.562 0.440
H -6.919 6.234 -1.970 1.035 0.711 0.115
H -4.883 3.587 -1.048 0.116 -0.750 1.041
H -4.179 4.744 -2.170 -0.107 -0.422 -0.206
H -5.865 4.226 -2.359 0.080 0.263 0.463
H -6.443 9.857 -0.898 0.099 -0.951 -0.299
H -7.438 8.981 -1.864 1.181 -0.516 0.686
C -2.139 4.503 1.391 0.250 -1.100 0.627
C -1.098 4.014 0.393 -0.988 -0.524 -0.273
C -0.212 2.987 1.087 0.353 -0.829 -0.316
O 0.858 2.467 0.247 1.607 1.202 0.924
C 2.238 2.979 0.588 -1.668 -0.202 -2.066
N -1.857 3.282 -0.704 1.688 -0.109 1.617
H -2.911 5.041 0.946 -1.063 1.357 -1.270
H -1.816 5.113 2.245 0.309 -0.506 -0.116
H -2.719 3.618 1.664 0.312 -0.179 0.780
H -0.500 4.864 0.058 0.180 -0.017 -0.360
H -0.866 2.113 1.314 0.389 0.431 0.013
H 0.222 3.356 2.026 -0.204 0.127 -0.159
H 2.550 2.719 1.570 0.067 -0.497 0.962
H 2.317 4.073 0.491 -0.389 -0.233 -0.072
H 2.920 2.529 -0.167 -0.529 0.189 0.560
H -1.144 2.802 -1.262 -0.411 0.305 -0.390
H -2.391 3.904 -1.277 -0.013 0.449 -0.402
C 0.345 -0.100 -3.351 -0.019 0.436 0.546
C 1.013 1.016 -2.569 1.209 0.915 -2.059
C 2.500 1.035 -3.017 -0.053 0.771 1.303
O 3.148 -0.206 -2.935 0.921 -0.616 1.402
C 3.692 -0.504 -1.596 -0.534 -0.861 -1.220
N 0.547 2.419 -2.776 -0.736 -1.778 -0.787
H 0.960 -1.010 -3.162 -0.622 0.544 -0.485
H 0.372 0.209 -4.391 -0.103 -0.470 -0.473
H -0.689 -0.278 -3.045 0.178 -0.004 -0.134
H 0.954 0.777 -1.555 0.020 -0.112 1.840
H 3.009 1.781 -2.362 0.003 -0.345 -0.264
H 2.603 1.451 -4.025 -0.229 -0.430 -0.080
H 2.944 -0.704 -0.798 0.055 0.240 -0.692
H 4.352 0.289 -1.283 0.284 0.365 0.092
H 4.267 -1.439 -1.746 -0.179 0.545 0.278
H 1.065 3.024 -2.130 -0.221 0.058 -1.002
H 0.585 2.619 -3.809 0.411 0.337 2.087
C -3.116 -0.928 -1.857 -1.610 0.169 -1.257
C -2.795 -0.878 -0.403 0.173 -0.320 1.677
C -1.297 -0.630 -0.124 0.023 -0.240 0.682
O -1.007 -0.693 1.292 0.189 -0.465 -0.270
C 0.394 -0.530 1.480 0.196 -1.593 1.690
N -3.698 0.091 0.277 0.408 -0.708 0.116
H -2.882 0.021 -2.375 -0.338 -0.220 0.298
H -4.216 -1.193 -1.971 1.116 0.724 0.114
H -2.634 -1.697 -2.439 0.680 -0.390 0.139
H -3.026 -1.908 0.022 0.291 1.104 -0.234
H -0.858 0.348 -0.349 -0.669 0.050 -1.110
H -0.773 -1.427 -0.681 0.297 0.192 0.218
H 0.626 -0.381 2.566 -0.586 -0.116 -0.659
H 0.789 0.324 0.975 0.256 0.530 -0.728
H 0.953 -1.475 1.222 -0.348 0.788 -0.220
H -3.611 -0.050 1.296 0.097 0.290 -0.499
H -3.404 1.033 0.016 -0.049 -0.023 0.237
C -2.451 1.400 -5.261 1.665 -0.977 -0.268
C -3.834 1.871 -5.560 -1.361 -0.803 -1.116
C -4.805 1.199 -4.560 0.397 -0.279 -0.493
O -6.157 1.649 -4.775 0.471 -0.637 1.259
C -6.890 1.657 -3.522 -0.124 -1.331 -0.364
N -4.062 3.303 -5.521 -1.236 1.170 0.303
H -2.229 1.712 -4.245 0.562 -0.285 0.293
H -1.663 1.793 -5.940 -0.604 0.335 0.316
H -2.294 0.272 -5.437 -0.655 1.480 0.740
H -4.014 1.478 -6.567 -0.623 -0.097 -0.098
H -4.487 1.459 -3.546 -0.010 0.290 0.074
H -4.625 0.085 -4.612 -0.765 0.842 -0.193
H -7.762 2.284 -3.634 -0.148 0.283 -0.256
H -6.259 2.085 -2.730 -0.259 -0.390 -0.068
H -7.302 0.614 -3.243 0.987 1.400 -0.319
H -5.093 3.483 -5.463 1.147 -0.569 0.314
H -3.848 3.816 -6.372 0.630 -0.486 -0.011
C 1.537 3.666 -6.305 -0.632 -1.992 -0.420
C 0.694 4.843 -5.987 -0.523 -0.406 -1.802
C -0.306 5.095 -7.177 -0.895 -0.514 1.570
O 0.374 5.343 -8.367 0.464 -0.568 0.062
C -0.470 5.648 -9.454 0.824 -0.247 0.051
N -0.019 4.619 -4.764 0.011 -0.361 -0.142
H 2.169 3.346 -5.516 0.783 0.239 1.185
H 2.184 3.865 -7.136 0.060 -0.182 -0.732
H 0.916 2.738 -6.445 0.301 0.746 -0.509
H 1.418 5.630 -5.964 -0.025 1.220 0.469
H -0.971 5.939 -6.889 0.359 0.026 -0.232
H -1.057 4.199 -7.169 1.321 0.938 -0.553
H 0.138 5.683 -10.387 -0.542 -0.119 0.731
H -0.918 6.591 -9.246 -0.491 1.118 -0.209
H -1.267 4.926 -9.484 -0.377 -0.555 -0.505
H -0.459 3.694 -4.881 -0.209 0.713 0.327
H -0.755 5.300 -4.731 -0.678 0.223 0.576
C 3.558 -7.252 2.741 -0.368 -0.104 0.930
C 2.121 -7.771 2.797 -0.387 1.050 0.140
C 2.138 -9.248 3.048 -0.343 0.032 -0.332
C 2.475 -9.715 4.417 -1.064 0.640 1.103
C 1.556 -8.980 5.469 1.260 -0.391 -1.800
C 1.567 -7.430 5.267 -0.046 -1.384 0.099
N 1.259 -7.143 3.821 -0.038 -0.551 2.092
O 1.255 -5.744 3.765 0.910 0.971 -0.547
C 0.401 -6.929 6.123 0.769 1.030 -0.230
C 2.902 -6.902 5.923 -0.017 0.015 -0.423
C 1.330 -7.581 1.492 -0.033 0.072 0.677
H 4.136 -7.713 3.571 -0.093 0.292 -0.809
H 3.556 -6.189 2.891 0.119 0.680 0.061
H 3.994 -7.451 1.778 0.352 -0.274 -0.332
H 1.124 -9.504 2.784 -0.264 -1.013 0.011
H 2.846 -9.621 2.333 0.152 -0.655 -0.636
H 3.507 -9.531 4.688 0.393 0.197 -0.069
H 2.354 -10.792 4.496 -0.153 -0.182 0.033
H 2.085 -9.219 6.361 -0.233 0.057 1.338
H 0.551 -9.418 5.478 0.152 0.291 -0.066
H 0.502 -7.379 7.101 -0.307 -0.314 0.274
H 0.513 -5.849 6.291 -0.290 -0.106 -0.188
H -0.551 -7.145 5.650 -0.129 -0.086 0.082
H 3.802 -7.481 5.570 -0.863 0.757 0.344
H 3.069 -5.792 5.809 -0.229 -1.195 -0.016
H 2.767 -7.132 7.001 0.299 0.309 -0.519
H 1.892 -8.086 0.709 -0.115 0.356 -0.451
H 1.171 -6.500 1.345 0.131 -0.504 -0.453
H 0.350 -8.102 1.619 0.641 0.595 -0.216
H 0.396 -5.372 3.476 -0.211 -0.291 -0.103
C 7.703 -2.880 -5.449 -0.493 -1.223 -0.124
C 7.294 -1.537 -4.862 0.965 0.510 1.608
C 8.284 -0.438 -5.288 -0.037 -0.575 -1.842
C 7.951 0.067 -6.720 -0.418 1.154 1.812
C 6.525 0.618 -6.685 0.419 -1.554 0.757
C 5.518 -0.492 -6.350 -0.411 0.647 -0.143
N 5.921 -1.035 -5.069 1.401 0.455 0.286
O 5.041 -1.997 -4.606 -1.537 -0.467 0.701
C 4.096 0.146 -6.182 0.155 -1.636 0.288
C 5.454 -1.508 -7.502 0.194 -0.710 -0.679
C 7.465 -1.740 -3.313 -1.271 0.457 -0.913
H 8.614 -3.332 -5.037 -0.072 0.603 0.353
H 7.872 -2.894 -6.494 0.201 0.382 -1.234
H 6.948 -3.661 -5.313 -0.254 0.243 0.267
H 8.230 0.403 -4.652 -0.201 0.897 1.041
H 9.311 -0.816 -5.240 -0.150 -0.123 0.026
H 7.994 -0.743 -7.383 0.271 -1.075 -1.239
H 8.607 0.872 -7.053 0.290 -0.222 0.065
H 6.269 1.035 -7.604 -0.519 0.670 -1.819
H 6.445 1.409 -5.975 -0.018 0.578 0.822
H 3.347 -0.561 -5.777 0.608 0.019 0.201
H 4.041 1.034 -5.567 0.369 0.290 -0.091
H 3.713 0.274 -7.163 -0.279 0.891 -1.037
H 6.348 -2.170 -7.666 -0.542 1.138 0.194
H 4.692 -2.245 -7.262 -0.390 0.062 -0.138
H 5.193 -0.993 -8.465 0.213 -0.526 0.810
H 7.104 -0.829 -2.791 0.439 -0.452 -0.174
H 8.520 -1.947 -3.136 -0.176 -0.116 0.389
H 6.772 -2.564 -3.061 0.763 0.228 0.297
H 4.462 -1.490 -3.988 0.289 -0.407 -0.531
C 0.827 1.117 8.004 0.389 0.774 0.035
C 2.216 1.431 7.313 -0.619 -0.610 0.598
C 2.645 0.203 6.365 -0.278 2.509 0.606
C 1.936 0.221 5.019 -0.415 0.630 1.471
C 2.137 1.575 4.360 -0.600 0.018 -0.178
C 1.512 2.698 5.179 -0.766 -0.706 0.261
N 2.190 2.656 6.514 0.235 0.151 -1.956
O 1.735 3.757 7.239 0.236 0.125 0.491
C 1.870 4.075 4.515 -2.554 -0.119 2.257
C -0.024 2.418 5.225 0.206 0.998 -1.333
C 3.329 1.700 8.358 -0.850 0.066 0.421
H 0.897 0.475 8.855 0.553 -0.922 0.364
H 0.136 0.692 7.314 -0.406 -0.690 -0.677
H 0.233 1.919 8.463 0.651 0.622 -0.364
H 3.692 0.434 6.179 0.325 -0.519 0.032
H 2.506 -0.732 6.876 0.127 -0.362 0.374
H 0.855 -0.015 5.196 0.929 0.027 -0.588
H 2.389 -0.547 4.454 0.050 -1.073 -0.775
H 1.717 1.527 3.363 -0.510 0.250 -0.313
H 3.159 1.868 4.175 0.770 -0.404 0.227
H 1.700 4.026 3.462 0.264 -0.029 -0.747
H 1.240 4.952 4.933 1.112 -1.474 -0.563
H 2.869 4.142 4.848 1.255 0.845 -0.243
H -0.541 3.036 5.946 -0.251 0.243 0.208
H -0.386 2.720 4.212 -0.050 -0.151 0.713
H -0.337 1.386 5.359 0.253 0.096 0.146
H 4.245 1.958 7.855 0.431 -0.187 -0.330
H 3.472 0.846 9.020 0.091 -0.156 -0.066
H 3.113 2.572 8.998 -0.282 -0.354 -0.291
H 0.789 3.609 7.289 -0.667 0.248 0.394
C -0.244 7.928 -2.360 1.964 -1.363 -1.201
C -1.293 6.892 -2.010 1.192 0.387 0.932
C -1.957 7.313 -0.666 -0.006 0.674 -1.549
O -2.109 6.674 -3.157 0.449 -0.530 0.540
H -0.478 8.947 -2.129 -0.330 0.625 -0.222
H 0.041 7.733 -3.444 -0.477 0.743 1.147
H 0.698 7.657 -1.830 -0.550 0.411 -0.018
H -0.659 6.007 -1.857 -0.814 -0.384 -0.115
H -2.827 6.771 -0.389 -0.678 -0.868 0.205
H -2.275 8.348 -0.756 -0.199 0.298 -0.214
H -1.260 7.349 0.153 0.504 -0.432 0.211
H -2.963 7.039 -2.999 -1.086 0.432 0.119
C -6.968 -3.101 1.539 0.292 1.243 0.878
C -5.856 -2.610 0.615 -1.241 -0.849 1.076
C -5.696 -3.686 -0.428 2.525 -0.226 0.267
O -6.205 -1.347 0.117 -0.731 -0.392 -0.359
H -6.657 -3.890 2.195 0.177 -1.003 -0.143
H -7.934 -3.275 1.109 -0.304 -0.410 -0.685
H -7.131 -2.320 2.249 -0.317 0.971 0.590
H -4.977 -2.496 1.285 -0.016 -0.246 -0.590
H -5.643 -4.644 0.104 -0.732 -0.081 -0.391
H -4.674 -3.647 -0.814 0.104 0.263 -0.536
H -6.359 -3.628 -1.273 -0.625 -0.114 0.013
H -5.401 -0.835 0.124 0.850 1.019 -0.167
C -2.210 -4.048 -6.067 -0.226 -0.080 1.608
C -2.073 -3.493 -4.560 -2.308 0.217 -1.319
C -2.214 -4.526 -3.440 0.478 -1.098 1.896
O -0.971 -2.620 -4.426 -0.265 -0.792 0.059
H -2.384 -3.177 -6.704 0.145 -0.337 -0.122
H -2.992 -4.813 -6.206 -0.367 0.723 0.420
H -1.372 -4.646 -6.391 0.950 0.333 -0.027
H -2.891 -2.762 -4.472 -0.312 -0.521 0.008
H -2.442 -4.126 -2.415 0.059 0.518 -1.006
H -1.244 -4.997 -3.215 -0.006 -0.027 -0.460
H -2.940 -5.386 -3.462 0.447 1.003 -0.982
H -0.236 -3.169 -4.697 1.238 0.096 -0.032
```
Forces are in eV/Å.

- 2S+1 = 1
- highest occupied orbital energy (Ha) = -0.30360
- Kohn-Sham gap (eV) = 8.69

These are the Löwdin partial charges, in e, on atoms 1 to 2: atom 1 (C): -0.047, atom 2 (C): -0.452

=====

How do the records compare in DFT total energy? In the order shown, they have -307.5232 -5503.4225 a.u..
How do the records compare in ΔE to the lowest compared entry with this formula, charge and spin? In the order shown, they have 496.92 274.92 kJ/mol.